{
  "formula": "C32H26Cl2F5N4O4ScSe",
  "method": "ωB97M-V/def2-TZVPD",
  "symbols": ["Sc", "O", "C", "O", "C", "C", "C", "N", "C", "C", "C", "C", "C", "C", "C", "N", "C", "C", "C", "C", "C", "N", "H", "H", "H", "H", "H", "H", "H", "H", "H", "H", "Cl", "C", "Cl", "H", "H", "F", "C", "C", "F", "C", "F", "C", "O", "C", "F", "C", "F", "Se", "C", "C", "C", "N", "C", "C", "H", "H", "H", "H", "C", "C", "O", "C", "C", "H", "H", "H", "H", "H", "H", "H", "H", "H", "H"],
  "coordinates": [[0.17168, -0.51409, -0.03574], [-6.49121, 0.15392, -2.45228], [-5.58069, -0.32125, -3.14441], [-5.50849, -0.68736, -4.32482], [-4.23612, -0.48688, -2.36335], [-3.11739, -1.01666, -2.98836], [-1.93880, -1.12340, -2.27513], [-1.84956, -0.71523, -1.00055], [-2.94278, -0.26383, -0.36797], [-4.15051, -0.12776, -1.02662], [-2.76560, -0.02638, 1.08335], [-3.80246, 0.40025, 1.89848], [-3.59504, 0.48415, 3.26538], [-2.36414, 0.12067, 3.78175], [-1.37242, -0.27470, 2.90070], [-1.55153, -0.32617, 1.57926], [-0.69376, -1.71361, -2.81813], [-0.60381, -2.24846, -4.09469], [0.59360, -2.80917, -4.50269], [1.67115, -2.81864, -3.63132], [1.51013, -2.25480, -2.38091], [0.35539, -1.71820, -1.98125], [-3.23006, -1.32138, -4.01993], [-5.05626, 0.23468, -0.55991], [-4.76375, 0.64650, 1.47318], [-4.39350, 0.81382, 3.91670], [-2.15991, 0.14587, 4.84255], [-0.39402, -0.55629, 3.26054], [-1.45750, -2.22824, -4.75518], [0.68252, -3.23338, -5.49380], [2.62185, -3.24936, -3.91015], [2.32756, -2.22469, -1.67179], [1.20149, -5.01998, -0.24571], [0.04312, -4.53555, 0.99462], [-1.10221, -3.32409, 0.37316], [0.58866, -4.06597, 1.80638], [-0.53241, -5.40003, 1.30085], [6.28131, 2.62335, -2.72749], [5.13838, 2.09939, -2.28290], [5.10149, 0.80472, -1.79667], [6.21473, 0.07158, -1.77651], [3.91457, 0.26700, -1.33502], [3.92227, -0.99733, -0.88968], [2.71517, 0.98773, -1.33689], [1.58383, 0.48419, -0.89397], [2.78956, 2.28728, -1.84712], [1.67735, 3.03796, -1.89187], [3.97049, 2.83960, -2.30597], [3.98265, 4.08935, -2.77204], [1.83786, -1.54189, 1.77431], [1.91329, -0.92757, 3.57655], [2.12558, -1.84116, 4.60408], [2.20425, -1.37560, 5.90738], [2.08437, -0.09395, 6.25009], [1.89265, 0.77254, 5.25937], [1.80337, 0.41455, 3.92201], [2.22893, -2.89629, 4.39034], [2.36778, -2.07291, 6.72199], [1.80778, 1.81576, 5.54626], [1.66227, 1.17494, 3.16509], [1.24930, 2.99298, 1.28635], [-0.20069, 2.55006, 1.32896], [-0.58622, 1.84863, 0.13569], [-1.23035, 2.73405, -0.80218], [-1.30951, 2.14731, -2.19380], [1.51783, 3.48690, 2.22207], [1.41108, 3.69617, 0.47002], [1.91003, 2.13740, 1.14226], [-0.86096, 3.41168, 1.45261], [-0.38481, 1.88295, 2.17203], [-0.64797, 3.65838, -0.82830], [-2.22829, 2.96870, -0.41668], [-1.42394, 2.96272, -2.90798], [-2.16191, 1.48376, -2.31654], [-0.38678, 1.62074, -2.43800]],
  "relative_energy_kj_mol": 0.0,
  "total_charge": 0,
  "lumo_ev": -1.4052,
  "mol_weight_g_mol": 820.4,
  "gap_ev": 6.89
}

---

{
  "formula": "C5H15NO2",
  "method": "ωB97M-V/def2-TZVPD",
  "symbols": ["C", "N", "C", "C", "C", "C", "H", "H", "H", "H", "H", "H", "H", "H", "H", "H", "H", "O", "H", "H", "O", "H", "H"],
  "coordinates": [[-1.67442, 2.10831, -1.29073], [-1.80692, 2.42694, -0.08452], [-1.09504, 1.81624, 1.01135], [-0.15707, 0.56030, 1.00300], [0.98253, 0.49484, -0.05737], [2.05174, 1.53318, 0.39007], [-2.25251, 2.63507, -2.05333], [-1.09962, 1.30851, -1.75447], [-0.50446, 2.61466, 1.47189], [-1.86796, 1.53283, 1.73032], [-0.79136, -0.32601, 0.96627], [0.30891, 0.60834, 1.98280], [0.59870, 0.82272, -1.00539], [1.39750, -0.50693, -0.01121], [2.95596, 1.46453, -0.22136], [1.63712, 2.50961, 0.16278], [2.40101, 1.35539, 1.40372], [1.68864, -4.32543, 0.75590], [2.55307, -4.32604, 1.14489], [1.71471, -5.06050, 0.14021], [-0.96033, -2.55588, -1.55714], [-0.61903, -2.38695, -2.42983], [-0.39684, -3.24963, -1.18321]],
  "relative_energy_kj_mol": 193.8,
  "total_charge": 0,
  "smiles": "C=NCCCC.O.O",
  "lumo_ev": 0.4870,
  "mol_weight_g_mol": 121.2,
  "gap_ev": 9.57
}

---

{
  "formula": "C7H10",
  "method": "ωB97M-V/def2-TZVPD",
  "symbols": ["C", "C", "C", "C", "C", "C", "C", "H", "H", "H", "H", "H", "H", "H", "H", "H", "H"],
  "coordinates": [[1.85963, -0.32400, 1.86159], [1.56036, -0.41645, 0.69813], [1.07817, -0.35761, -0.63473], [0.00870, 0.72960, -0.97509], [-0.43974, 1.68989, 0.07434], [-0.35613, -0.70951, -0.94853], [-1.27316, -1.29801, 0.09746], [2.16140, -0.39638, 2.87246], [1.82559, -0.54886, -1.39884], [0.17813, 1.18139, -1.95103], [0.38745, 2.42626, 0.27986], [-1.32515, 2.27334, -0.21436], [-0.65562, 1.28964, 1.07182], [-0.47360, -1.15878, -1.92873], [-2.32264, -1.10960, -0.15650], [-1.12884, -2.38188, 0.15874], [-1.08454, -0.88904, 1.09340]],
  "relative_energy_kj_mol": 238.1,
  "total_charge": 0,
  "smiles": "C#C[C@@H]1[C@H](C)[C@@H]1C",
  "lumo_ev": 1.0808,
  "mol_weight_g_mol": 94.2,
  "gap_ev": 10.15
}

---

{
  "formula": "C3H10N2O",
  "method": "ωB97M-V/def2-TZVPD",
  "symbols": ["C", "C", "C", "N", "N", "O", "H", "H", "H", "H", "H", "H", "H", "H", "H", "H"],
  "coordinates": [[-0.82677, 0.57192, 0.48187], [-0.37545, -0.77137, 0.69234], [0.24446, -0.99631, -1.05156], [0.03221, 1.63639, 0.47705], [1.29586, -0.08728, -1.43529], [-1.41192, 0.17257, 2.27689], [-0.94656, 0.85809, 2.77779], [-1.77367, 0.71775, -0.02681], [-0.03836, 2.22724, -0.34332], [0.99514, 1.40912, 0.69917], [2.19614, -0.55603, -1.42660], [1.15432, 0.29306, -2.36631], [0.54639, -0.92354, 1.24329], [-1.14179, -1.53178, 0.76482], [0.60723, -2.02459, -0.97303], [-0.55723, -0.99523, -1.79031]],
  "relative_energy_kj_mol": 370.5,
  "total_charge": 0,
  "lumo_ev": [0.7902, 0.7902],
  "mol_weight_g_mol": 90.1,
  "gap_ev": [8.40, 8.40]
}

---

Table of energy (eV), in record order: -172439.065; -11011.937; -7418.567; -8297.664
Table of largest force on an atom (Eh/bohr), in record order: 0.01162; 0.04901; 0.03624; 0.12246